[1]
This record from the Open Molecules 2025 dataset describes C8H17BO in the gas phase. The level of theory is ωB97M-V/def2-TZVPD.

Last column: natural (NBO) charge in e.
CARTESIAN COORDINATES (ANGSTROEM)
B (-0.51662, 0.26236, 0.28310)  1.02
C (-0.55820, 1.81747, 0.15241)  -0.81
C (0.85840, 2.31357, -0.42058)  -0.39
C (1.82743, 1.12718, -0.15346)  -0.40
C (1.00095, -0.23496, -0.21401)  -0.53
C (2.84457, -1.96574, 0.13528)  -0.60
C (-3.32874, -0.14260, -0.65145)  -0.63
C (1.43212, -1.40967, 0.57706)  -0.39
C (-2.72219, -0.83539, 0.62667)  -0.05
O (-1.28553, -0.74472, 0.52524)  -0.69
H (-1.32684, 2.11421, -0.60240)  0.24
H (-0.77430, 2.17999, 1.19142)  0.24
H (0.59987, 2.56939, -1.43613)  0.20
H (1.07644, 3.28252, 0.02704)  0.21
H (2.72047, 1.05896, -0.85794)  0.21
H (2.23826, 1.11062, 0.89452)  0.20
H (0.86268, -0.46284, -1.25123)  0.21
H (3.25899, -2.76177, 0.80436)  0.20
H (3.59694, -1.35658, -0.11002)  0.20
H (2.62522, -2.57637, -0.78288)  0.20
H (-2.62105, -0.35880, -1.39945)  0.21
H (-4.31418, -0.37292, -0.91156)  0.22
H (-3.25990, 0.96346, -0.45823)  0.20
H (1.22507, -1.26982, 1.63453)  0.19
H (0.77785, -2.21047, 0.38507)  0.21
H (-3.06462, -1.86177, 0.60506)  0.19
H (-3.17309, -0.23533, 1.40759)  0.18

## Properties
structure (SMILES) = CCOB1CCC[C@H]1CC
HOMO energy = -8.758 eV
LUMO = 0.70 eV
largest force on an atom = 5.577 eV/Å

=====

[2]
This record from the Open Molecules 2025 dataset describes a molecular structure, C21H45IrN2P3SSe. The level of theory is ωB97M-V/def2-TZVPD.

Last column: Löwdin charge in e.
CARTESIAN COORDINATES (ANGSTROEM)
Ir (-0.06199, -0.26110, 0.63390)  0.48
P (0.26458, 1.68482, 1.67389)  0.58
P (-2.23036, 0.25055, 0.22735)  0.58
P (2.16089, -0.38705, 0.14642)  0.57
H (-1.47115, -3.27515, -6.88581)  0.07
C (-0.68578, -4.00140, -6.58463)  -0.10
C (-0.65136, -4.47498, -5.32565)  -0.09
H (-1.54986, -4.33570, -4.68142)  0.07
C (0.45782, 3.14687, 0.58974)  -0.22
C (-1.09365, 2.13374, 2.81434)  -0.23
C (1.67525, 1.80864, 2.81739)  -0.24
C (-2.73893, -0.73496, -1.20453)  -0.26
C (-3.48055, -0.07189, 1.51865)  -0.22
C (-2.60510, 1.97375, -0.28282)  -0.24
C (2.44194, -1.52183, -1.23455)  -0.25
C (3.31648, -0.95782, 1.44519)  -0.22
C (2.94053, 1.18060, -0.42034)  -0.24
H (0.03210, -4.37374, -7.31925)  0.07
H (0.22380, -5.02429, -4.93575)  0.07
H (0.59016, 4.05166, 1.19779)  0.08
H (-0.41808, 3.28831, -0.05155)  0.02
H (1.34064, 3.05791, -0.04912)  0.01
H (-0.77234, 3.00020, 3.40884)  0.07
H (-1.32692, 1.29854, 3.49080)  0.02
H (-2.00066, 2.41595, 2.27457)  0.03
H (1.58512, 2.74918, 3.38467)  0.08
H (2.64560, 1.81328, 2.30770)  0.03
H (1.64767, 0.97786, 3.53799)  0.02
H (-3.81818, -0.63125, -1.35126)  0.07
H (-2.47405, -1.77742, -1.01290)  0.05
H (-2.19804, -0.36079, -2.07743)  0.02
H (-4.30093, 0.65052, 1.40548)  0.07
H (-3.05967, 0.02366, 2.52697)  0.01
H (-3.87132, -1.08828, 1.39558)  0.07
H (-3.68527, 2.10257, -0.44564)  0.08
H (-2.07169, 2.19681, -1.21630)  0.00
H (-2.30241, 2.69656, 0.48075)  0.02
H (3.51789, -1.70471, -1.35009)  0.07
H (2.03333, -1.07075, -2.14538)  0.03
H (1.92281, -2.46108, -1.01859)  0.06
H (4.31465, -1.10418, 1.00220)  0.08
H (2.97084, -1.91346, 1.86142)  0.05
H (3.39595, -0.21740, 2.25181)  0.04
H (3.96417, 1.01229, -0.78440)  0.08
H (2.99202, 1.90988, 0.39547)  0.03
H (2.35425, 1.59690, -1.24726)  0.02
C (0.39399, 1.26589, -4.59079)  -0.53
C (0.08157, -0.04727, -4.20809)  -0.11
C (0.11400, -1.08964, -5.13013)  -0.02
C (0.52702, -0.86265, -6.44717)  0.04
C (0.89066, 0.44427, -6.84927)  0.02
C (0.87127, 1.49465, -5.91151)  -0.04
Se (-0.22153, 2.64192, -3.44149)  1.13
H (0.66248, 2.47988, -2.24481)  -0.12
H (-0.26861, -0.24306, -3.19512)  0.08
H (-0.20757, -2.09620, -4.84893)  0.09
H (0.54061, -1.71667, -7.14450)  0.13
H (1.17475, 0.63304, -7.89931)  0.15
H (1.15255, 2.50575, -6.20512)  0.13
S (-0.36121, -2.01928, 2.13422)  0.66
C (-0.37091, -1.26747, 3.69562)  -0.70
N (-1.54114, -0.98035, 4.30717)  0.03
C (-1.62348, -0.61242, 5.72537)  -0.13
C (-0.37899, 0.16063, 6.11312)  -0.15
C (0.85655, -0.64170, 5.72971)  -0.13
N (0.80382, -0.91033, 4.28213)  0.02
H (-2.34595, -1.45154, 3.90704)  0.14
H (-1.72824, -1.50359, 6.35567)  0.15
H (-2.51075, 0.01156, 5.85020)  0.14
H (-0.36929, 0.36499, 7.19484)  0.15
H (-0.36276, 1.12699, 5.57975)  0.11
H (0.89069, -1.58889, 6.29329)  0.15
H (1.77461, -0.07360, 5.93209)  0.14
H (1.63569, -1.29678, 3.85171)  0.12

## Properties
HOMO energy (spin up / spin down) = -14.565 / -16.042 eV
energy above the lowest of the compared OMol25 structures with the same formula, charge and spin = 0.0 kJ/mol
spin multiplicity = 5
net charge = +3
expectation value of S² = 6.027
LUMO (spin up / spin down) = -7.93 / -12.18 eV
largest force on an atom = 2.012 eV/Å

=====

[3]
This record from the Open Molecules 2025 dataset describes 9 unconnected molecules or ions with the total composition C41H54NO21. The level of theory is ωB97M-V/def2-TZVPD.

Last column: Löwdin charge in e.
CARTESIAN COORDINATES (ANGSTROEM)
C (-0.30213, -0.88083, 1.84192)  0.02
N (0.87319, 0.02166, 1.57781)  -0.29
C (0.42025, 1.13198, 0.74369)  0.02
C (1.25205, 0.59850, 2.99094)  0.03
C (1.90624, -0.82627, 1.01407)  -0.11
C (3.28055, -0.09245, 0.60428)  -0.21
O (4.28681, -1.05267, 0.33109)  -0.05
H (-1.21380, -0.46871, 2.48198)  0.16
H (0.14409, -1.78791, 2.40838)  0.13
H (-0.72858, -1.01040, 1.05686)  -0.03
H (-0.16946, 0.62412, -0.06183)  0.11
H (1.22268, 1.74613, 0.41074)  0.10
H (-0.28442, 1.69483, 1.21847)  0.06
H (0.54096, 1.48779, 3.10107)  0.11
H (2.23537, 1.19208, 3.12429)  0.11
H (1.47249, -0.19154, 3.83656)  0.14
H (1.59929, -1.37141, 0.08624)  0.13
H (2.24018, -1.66311, 1.45796)  0.07
H (3.50442, 0.52708, 1.50216)  0.11
H (3.03253, 0.60604, -0.13145)  0.06
H (5.02877, -0.54945, -0.13389)  0.12
C (1.38499, -6.50319, 3.86031)  0.06
C (1.11217, -5.05452, 4.00856)  -0.13
C (2.21549, -4.18454, 3.73859)  -0.45
O (2.03567, -2.97937, 3.78025)  0.06
C (3.54860, -4.68977, 3.45614)  0.12
C (3.75628, -6.37336, 3.28351)  -0.04
C (2.49438, -7.18473, 3.41705)  -0.37
O (2.60074, -8.41734, 3.16166)  0.10
O (5.00087, -6.86084, 3.12182)  0.12
O (-0.08725, -4.54413, 4.45355)  0.13
H (0.58095, -7.04715, 4.23666)  0.11
H (4.46794, -4.05032, 3.36881)  0.11
H (5.72991, -6.31607, 2.88760)  0.11
H (0.07998, -3.66928, 4.73530)  0.09
C (-3.37797, 4.33231, 2.14028)  0.12
C (-4.51033, 5.40849, 2.17282)  -0.09
C (-5.42886, 5.28835, 3.31088)  -0.36
O (-6.46349, 6.01251, 3.16024)  0.07
C (-5.14318, 4.44220, 4.44869)  0.12
C (-3.86226, 3.54706, 4.41745)  -0.10
C (-2.96378, 3.48478, 3.27870)  -0.47
O (-2.00917, 2.85030, 3.16005)  0.17
O (-3.42342, 2.79858, 5.50453)  0.06
O (-4.80106, 6.29960, 1.12785)  0.16
H (-2.93129, 4.32773, 1.10746)  0.12
H (-5.68207, 4.57380, 5.34370)  0.09
H (-3.97626, 2.76826, 6.35501)  0.17
H (-5.58474, 6.51588, 1.23768)  -0.04
C (-5.51175, 1.25732, 2.33825)  0.12
C (-6.29935, 2.23369, 1.44702)  -0.18
C (-5.90174, 2.57255, 0.12578)  -0.41
O (-6.47633, 3.26630, -0.66120)  0.14
C (-4.60989, 1.94442, -0.31127)  0.12
C (-3.75774, 1.08004, 0.63377)  -0.11
C (-4.27277, 0.62960, 1.94556)  -0.44
O (-3.66489, -0.10696, 2.63997)  0.14
O (-2.66094, 0.48551, 0.08219)  0.06
O (-7.42120, 2.77780, 1.91730)  0.12
H (-5.73263, 1.13508, 3.34640)  0.09
H (-4.04791, 2.23108, -1.20870)  0.10
H (-2.37779, 0.81310, -0.75444)  0.02
H (-7.54413, 3.47471, 1.20875)  0.14
C (2.91890, 2.43820, -4.05984)  0.14
C (1.86673, 1.25388, -3.86144)  -0.07
C (1.23279, 0.52653, -4.88800)  -0.42
O (0.42794, -0.41120, -4.70812)  0.08
C (1.51529, 0.83087, -6.22516)  0.10
C (2.57061, 1.94611, -6.51559)  -0.14
C (3.18356, 2.70813, -5.49221)  -0.38
O (3.88156, 3.72134, -5.68208)  0.11
O (3.00877, 2.12906, -7.79054)  0.07
O (1.42202, 1.00111, -2.53499)  0.02
H (3.39761, 3.03144, -3.27624)  0.10
H (1.07124, 0.48326, -7.06040)  0.07
H (2.28995, 1.57518, -8.38230)  0.21
H (0.82953, 0.21623, -2.44198)  0.06
C (-1.86729, -3.03749, -2.00062)  0.00
C (-0.49013, -2.58090, -2.28392)  -0.40
O (-0.06158, -1.45952, -1.96191)  0.00
C (0.51107, -3.42619, -3.16021)  -0.02
H (-1.86252, -3.42647, -1.01248)  0.08
H (-2.55051, -3.61888, -2.65954)  0.12
H (-2.39335, -2.29411, -1.56070)  0.04
H (1.61476, -3.15539, -2.97724)  0.10
H (0.42577, -3.54709, -4.16926)  0.01
H (0.36881, -4.67480, -2.95123)  0.14
C (-1.99975, 3.29167, -3.56692)  0.00
C (-2.15084, 1.80617, -3.41930)  -0.36
O (-1.83105, 1.17331, -2.35185)  -0.02
C (-2.79663, 0.94753, -4.54157)  0.03
H (-3.09462, 3.61178, -4.12164)  0.18
H (-1.27531, 3.50576, -4.35798)  0.08
H (-1.75494, 3.85574, -2.73851)  0.05
H (-2.27884, 1.11488, -5.54995)  0.13
H (-3.69047, 1.26495, -4.78585)  0.03
H (-2.66896, 0.00856, -4.38095)  0.01
C (2.10377, -4.52471, -0.29694)  -0.01
C (0.67449, -4.69709, 0.34078)  -0.52
O (0.21249, -3.77745, 0.86220)  0.11
C (0.24597, -6.08254, 0.50123)  -0.01
H (3.08318, -4.71608, 0.24613)  0.09
H (2.13712, -3.44083, -0.40462)  0.04
H (2.13608, -5.24610, -1.23855)  0.11
H (0.19532, -6.51619, -0.40055)  0.04
H (-0.67771, -6.25880, 0.96084)  0.08
H (0.81052, -6.91731, 1.03706)  0.13
C (5.40286, 4.26979, 0.34371)  -0.06
C (4.80218, 3.15859, -0.55434)  -0.57
O (3.62035, 2.92628, -0.43363)  0.03
C (5.71660, 2.36903, -1.37124)  -0.05
H (6.16956, 4.87128, -0.15335)  0.05
H (5.95944, 3.78216, 1.37566)  0.15
H (4.72906, 5.19797, 0.77883)  0.13
H (5.09702, 1.55398, -1.92597)  0.11
H (6.55557, 1.96748, -0.61410)  0.14
H (6.43071, 2.96601, -2.06855)  0.12

## Properties
HOMO energy = -10.535 eV
energy above the lowest of the compared OMol25 structures with the same formula, charge and spin = 395.4 kJ/mol
net charge = +1
LUMO = -4.25 eV
largest force on an atom = 14.100 eV/Å

=====

- Look up the largest force on an atom of the second one.
  2.012 eV/Å